--- i ---
18
Properties=species:S:1:pos:R:3 method="wB97M-V/def2-TZVPD" total_charge=0 orbital_gap_ev=9.207
C 1.7986 -0.3024 0.0488
C 1.1560 1.0533 -0.2375
C -0.1016 1.2380 0.6063
C -1.2222 0.3592 0.0391
C -1.5596 -0.9223 0.5910
C -0.9777 -1.4251 -0.8679
H 1.0617 -1.1054 0.0473
H 2.2666 -0.3068 1.0374
H 2.5569 -0.5542 -0.6970
H 1.8793 1.8554 -0.0596
H 0.8409 1.1231 -1.2855
H -0.4027 2.3004 0.6075
H 0.1321 1.0104 1.6641
H -1.9391 0.8807 -0.5770
H -1.0972 -1.1419 1.5676
H -2.6135 -1.1881 0.5826
H -1.7567 -1.4731 -1.6364
H -0.0221 -1.4012 -1.4309


--- ii ---
18
Properties=species:S:1:pos:R:3 method="wB97M-V/def2-TZVPD" total_charge=0 orbital_gap_ev=8.446
C -1.2147 -0.1341 1.5035
C -0.1676 -0.5219 0.4997
C 0.7558 -1.6530 0.7456
C 0.0313 0.3038 -0.5568
C -0.9116 1.4414 -0.8117
C 1.2814 0.2453 -1.3473
H -2.1329 0.1904 0.8284
H -1.5331 -0.9359 2.2508
H -0.9548 0.7751 2.0372
H -0.0586 -3.0646 0.8297
H 1.5328 -1.2371 2.1765
H 1.7391 -1.5982 -0.6570
H -1.5241 1.6687 0.3531
H -0.1731 2.5955 -1.1327
H -1.7689 1.1910 -1.8570
H 1.1338 0.7695 -2.3185
H 2.2609 0.8636 -0.9018
H 1.7042 -0.8994 -1.6418


Short version: i is the most stable of them.